(1)
The following is a DFT calculation (the ωB97M-V functional and the def2-TZVPD basis) of a molecular structure, C4H7N2 at a distorted geometry.

Output
Total charge: +1
E (eV): -7229.0965
HOMO level (eV): -14.9
E_LUMO (eV): -6.5189
Relative energy (zero: lowest compared OMol25 entry of this formula, charge and spin) (kJ/mol): 640.8

Geometry as XYZ:
```
13
Properties=species:S:1:pos:R:3:forces:R:3
C 1.499 -0.069 -0.631 -1.927 -1.424 -3.637
C 0.175 -0.115 -0.865 1.886 0.905 1.162
C -0.848 -0.098 -1.836 -0.083 -3.619 -2.595
C -0.353 0.213 2.122 2.858 -0.119 4.047
N 1.522 0.033 0.726 -0.523 0.744 3.215
N 0.291 0.159 0.923 2.143 -0.942 -3.146
H 2.228 -0.322 -1.376 0.798 0.306 0.326
H -1.257 0.834 -1.999 -1.012 2.214 -0.066
H -1.687 -0.863 -1.697 1.212 0.928 -0.052
H -0.309 -0.365 -2.889 -1.030 0.396 2.427
H 0.434 0.497 2.953 -1.388 0.413 -1.649
H -0.535 -0.749 2.554 -1.003 -1.019 -0.435
H -1.159 0.846 2.015 -1.931 1.218 0.403
```
Positions in Å, forces in eV/Å.

Löwdin analysis output, partial charges in e:
1 C -0.03
2 C 0.00
3 C -0.02
4 C -0.01
5 N 0.18
6 N -0.03
7 H 0.14
8 H 0.07
9 H 0.14
10 H 0.19
11 H 0.17
12 H 0.11
13 H 0.08


(2)
The following is a DFT calculation (the ωB97M-V functional and the def2-TZVPD basis) of 2 unconnected molecules or ions with the total composition C6H13P at a distorted geometry.

Output
E (eV): -15715.4901
HOMO level (eV): -8.1
E_LUMO (eV): 0.1302
Relative energy (zero: lowest compared OMol25 entry of this formula, charge and spin) (kJ/mol): 530.8

Geometry as XYZ:
```
20
Properties=species:S:1:pos:R:3:forces:R:3
C -3.176 -1.754 -1.991 -2.068 1.069 2.592
C -3.676 -0.789 -0.825 1.810 -0.229 -1.729
P -2.624 0.465 -0.122 -6.797 -1.624 -0.984
C -0.971 0.483 -0.106 5.772 -2.642 2.603
C -2.941 0.021 1.598 -1.547 3.007 1.032
H -2.561 -1.406 -2.759 1.305 1.053 -1.068
H -2.513 -2.296 -1.274 -0.585 -0.764 -0.731
H -4.032 -2.261 -2.506 0.851 -0.152 1.033
H -0.616 -0.289 0.748 -0.642 1.674 -1.534
H -0.571 1.431 0.208 0.237 0.480 -0.060
H -0.399 0.078 -0.904 0.205 0.132 -1.290
H -4.003 0.283 1.926 1.499 -0.736 -0.483
H -2.562 -0.886 1.974 0.067 -1.645 -0.047
H -2.286 0.745 2.077 -0.101 0.377 0.667
C 5.126 1.659 0.541 -0.798 0.094 -1.252
C 5.545 0.426 0.473 0.175 -0.712 -0.891
H 5.108 2.198 1.432 0.056 1.063 1.237
H 4.680 2.060 -0.365 0.066 0.457 0.287
H 5.431 -0.009 -0.532 0.446 -0.534 0.839
H 5.970 -0.073 1.332 0.051 -0.369 -0.222
```
Positions in Å, forces in eV/Å.

Löwdin analysis output, partial charges in e:
1 C -0.21
2 C -0.22
3 P 0.71
4 C -0.38
5 C -0.33
6 H 0.02
7 H 0.08
8 H 0.06
9 H 0.11
10 H 0.04
11 H 0.03
12 H 0.07
13 H 0.02
14 H 0.02
15 C -0.09
16 C -0.09
17 H 0.03
18 H 0.05
19 H 0.06
20 H 0.05


(3)
The following is a DFT calculation (the ωB97M-V functional and the def2-TZVPD basis) of CH3NOP2S in the gas phase at a distorted geometry.

Output
E (eV): -34032.4139
HOMO level (alpha / beta) (eV): -8.9 / -9.0
E_LUMO (alpha / beta) (eV): -2.6135 / -2.2339
Relative energy (zero: lowest compared OMol25 entry of this formula, charge and spin) (kJ/mol): 397.6

Geometry as XYZ:
```
9
Properties=species:S:1:pos:R:3:forces:R:3
C 1.022 0.921 0.981 -2.230 -0.830 -1.765
N -0.093 1.656 0.828 -0.064 -0.022 -0.204
O -1.095 -1.393 1.008 0.416 -0.517 0.657
P 1.591 -0.488 0.101 -1.052 0.568 0.635
P -2.024 -0.682 0.089 0.091 0.486 0.397
S -1.454 1.384 -0.073 0.913 0.493 0.817
H 1.575 1.344 1.741 1.652 0.760 1.437
H 0.375 -0.482 -0.617 0.488 -0.202 -0.459
H -1.475 -0.790 -1.171 -0.214 -0.736 -1.514
```
Positions in Å, forces in eV/Å.

Löwdin analysis output, partial charges in e:
1 C -0.61
2 N -0.46
3 O -0.58
4 P 0.92
5 P 0.46
6 S 0.59
7 H 0.01
8 H -0.21
9 H -0.11


(4)
The following is a DFT calculation (the ωB97M-V functional and the def2-TZVPD basis) of a molecular structure, C23H25Cl5IrN4 at a distorted geometry.

Output
Total charge: +1
E (eV): -95661.6014
HOMO level (alpha / beta) (eV): -11.2 / -11.3
E_LUMO (alpha / beta) (eV): -4.2034 / -4.3739
Relative energy (zero: lowest compared OMol25 entry of this formula, charge and spin) (kJ/mol): 164.5

Geometry as XYZ:
```
58
Properties=species:S:1:pos:R:3:forces:R:3
Ir 0.382 -0.430 -0.137 0.826 0.465 2.245
Cl 2.735 -1.144 1.356 0.068 -0.286 -0.343
C 2.474 -2.328 0.074 -0.069 0.313 0.215
C 1.383 -2.084 -0.738 -0.545 0.123 -0.665
C 1.140 -2.962 -1.774 -0.069 -0.008 -0.131
Cl -0.221 -2.640 -2.799 0.006 -0.099 -0.037
C 1.962 -4.068 -1.992 0.036 -0.005 0.008
Cl 1.640 -5.142 -3.286 -0.014 0.020 0.015
C 3.056 -4.290 -1.151 0.021 0.052 0.045
Cl 4.078 -5.639 -1.401 -0.003 -0.010 -0.005
C 3.327 -3.404 -0.101 -0.052 -0.051 -0.102
Cl 4.658 -3.635 0.946 -0.020 0.007 -0.020
C 0.317 1.385 -3.092 -0.065 -0.065 -0.091
N 0.402 2.473 -2.125 -0.216 0.005 0.178
C -0.659 3.476 -2.193 0.061 0.030 -0.003
C 1.183 2.346 -1.041 0.165 -0.013 -0.338
N 1.566 1.135 -0.630 -0.146 0.007 0.220
N 1.620 3.453 -0.405 -0.037 0.008 -0.060
C 2.190 3.360 0.929 -0.010 -0.008 0.054
C 1.902 4.699 -1.112 -0.029 -0.001 -0.005
H -0.276 1.743 -3.931 0.042 0.001 -0.032
H -0.158 0.489 -2.685 0.052 0.092 -0.026
H 1.311 1.126 -3.453 0.012 -0.052 0.050
H -1.624 2.968 -2.209 -0.011 0.026 -0.018
H -0.558 4.087 -3.091 -0.004 0.007 0.004
H -0.628 4.117 -1.318 -0.013 -0.003 0.017
H 2.419 1.186 -0.086 -0.063 -0.021 0.105
H 1.633 2.642 1.529 0.021 -0.021 -0.021
H 2.111 4.335 1.406 -0.002 0.003 -0.007
H 3.247 3.078 0.908 0.006 0.011 0.013
H 1.637 4.607 -2.159 0.024 -0.006 -0.020
H 2.970 4.914 -1.042 -0.002 0.021 0.007
H 1.347 5.529 -0.673 -0.006 -0.008 -0.002
C -3.709 2.178 0.234 0.031 -0.004 0.027
C -2.716 2.219 1.203 -0.109 -0.001 -0.046
C -1.565 1.452 1.069 0.404 -0.044 0.040
C -1.375 0.665 -0.068 -0.234 -0.628 -1.310
C -2.381 0.622 -1.032 -0.072 0.022 0.029
C -3.543 1.371 -0.880 0.015 -0.015 -0.019
H -4.614 2.759 0.356 0.006 0.017 0.008
H -2.848 2.830 2.087 0.023 0.001 0.012
H -0.821 1.482 1.858 -0.008 -0.011 0.020
H -2.267 0.003 -1.915 0.018 -0.021 0.025
H -4.313 1.324 -1.640 -0.012 -0.008 0.009
N -1.003 -1.969 0.484 -0.101 -0.008 -0.072
C -1.134 -2.577 1.813 0.007 0.095 -0.044
C -0.270 -2.263 2.839 0.019 0.086 0.090
C -0.434 -2.878 4.075 0.001 0.009 0.020
C -1.459 -3.786 4.276 -0.015 -0.016 -0.015
C -2.334 -4.084 3.238 0.021 0.012 0.011
C -2.173 -3.479 2.004 0.051 -0.053 0.054
H -1.920 -1.583 0.258 0.082 0.021 -0.065
H -0.874 -2.739 -0.173 -0.054 0.064 -0.007
H 0.517 -1.536 2.690 -0.045 -0.043 -0.045
H 0.244 -2.636 4.883 0.007 0.000 0.014
H -1.583 -4.261 5.239 0.004 -0.001 0.013
H -3.141 -4.788 3.389 -0.008 -0.010 0.010
H -2.852 -3.710 1.190 0.003 0.005 -0.012
```
Positions in Å, forces in eV/Å.

Löwdin analysis output, partial charges in e:
1 Ir 1.17
2 Cl 0.72
3 C -0.65
4 C -0.38
5 C -0.69
6 Cl 0.71
7 C -0.69
8 Cl 0.73
9 C -0.69
10 Cl 0.73
11 C -0.70
12 Cl 0.74
13 C -0.04
14 N -0.13
15 C -0.03
16 C -0.44
17 N -0.04
18 N -0.13
19 C -0.03
20 C -0.03
21 H 0.10
22 H 0.03
23 H 0.10
24 H 0.08
25 H 0.10
26 H 0.09
27 H 0.03
28 H 0.09
29 H 0.10
30 H 0.10
31 H 0.09
32 H 0.10
33 H 0.10
34 C -0.08
35 C -0.08
36 C -0.12
37 C -0.32
38 C -0.15
39 C -0.09
40 H 0.11
41 H 0.11
42 H 0.09
43 H 0.09
44 H 0.11
45 N -0.03
46 C -0.27
47 C -0.05
48 C -0.06
49 C -0.07
50 C -0.06
51 C -0.03
52 H 0.09
53 H 0.07
54 H 0.05
55 H 0.11
56 H 0.11
57 H 0.11
58 H 0.12


(5)
The following is a DFT calculation (the ωB97M-V functional and the def2-TZVPD basis) of 3 unconnected molecules or ions with the total composition C6H12O.

Output
E (eV): -8459.5732
HOMO level (eV): -9.4
E_LUMO (eV): 1.1642
Relative energy (zero: lowest compared OMol25 entry of this formula, charge and spin) (kJ/mol): 461.3

Geometry as XYZ:
```
19
Properties=species:S:1:pos:R:3:forces:R:3
O 1.935 -0.277 0.672 -0.209 -0.176 -0.153
C 1.347 0.634 1.564 0.192 0.326 0.289
C 0.028 1.270 1.338 -0.045 -0.065 0.194
C 0.077 0.382 2.290 -0.051 0.194 -0.079
H 1.228 -0.791 0.257 0.042 0.088 0.022
H 2.161 1.183 2.037 -0.095 -0.052 -0.049
H -0.566 1.979 0.779 0.090 -0.109 0.116
H -0.454 -0.157 3.061 0.102 0.092 -0.109
H -0.413 -2.214 0.988 0.023 -0.077 0.170
H -0.159 -2.003 1.654 0.001 -0.193 -0.017
C -0.747 -1.342 -1.320 -0.098 0.173 -0.099
C -1.029 -0.041 -1.308 -0.015 -0.236 -0.110
C -0.205 1.013 -1.989 0.057 0.030 -0.031
H -1.418 -2.073 -0.878 0.087 0.136 -0.082
H 0.157 -1.726 -1.793 -0.119 0.070 0.022
H -1.946 0.291 -0.820 0.116 -0.070 -0.106
H -0.652 1.253 -2.961 0.077 0.006 0.109
H 0.822 0.675 -2.153 -0.149 0.025 -0.008
H -0.166 1.946 -1.418 -0.007 -0.161 -0.079
```
Positions in Å, forces in eV/Å.

Löwdin analysis output, partial charges in e:
1 O -0.05
2 C -0.36
3 C -0.01
4 C -0.03
5 H 0.03
6 H 0.13
7 H 0.09
8 H 0.09
9 H 0.05
10 H 0.07
11 C -0.06
12 C -0.26
13 C -0.11
14 H 0.04
15 H 0.07
16 H 0.10
17 H 0.08
18 H 0.08
19 H 0.06


(6)
The following is a DFT calculation (the ωB97M-V functional and the def2-TZVPD basis) of a molecular structure, C13H15Br18F4N2O at a distorted geometry.

Output
Total charge: +1
E (eV): -1290379.0796
HOMO level (eV): -11.2
E_LUMO (eV): -2.8377

Geometry as XYZ:
```
53
Properties=species:S:1:pos:R:3:forces:R:3
C -2.234 -1.277 -1.882 -0.303 -0.022 0.856
C -1.754 -1.988 -0.618 -0.336 0.444 -0.802
F -0.394 -1.745 -0.488 0.137 -0.106 0.322
C -2.438 -1.397 0.579 -0.009 -0.735 -0.382
C -3.723 -1.502 1.029 2.100 1.126 -0.127
N -3.732 -0.682 2.163 -0.826 -0.284 -0.266
C -2.546 -0.144 2.373 0.700 0.436 -0.179
C -2.101 0.801 3.458 -0.507 -0.674 -0.042
O -0.749 1.127 3.238 -0.104 -0.051 0.102
C -0.545 2.281 2.549 0.481 0.317 0.171
F -1.106 3.322 3.158 -0.184 0.080 0.095
F 0.748 2.472 2.460 0.052 -0.337 0.292
F -1.052 2.217 1.311 -0.223 -0.072 -0.208
N -1.726 -0.572 1.414 -1.036 -0.432 0.032
H -1.605 -1.513 -2.731 -0.040 -0.097 -0.124
H -3.277 -1.554 -2.040 0.015 -0.111 -0.328
H -2.238 -0.211 -1.667 0.207 0.166 -0.298
H -1.922 -3.061 -0.677 0.169 -0.120 0.095
H -4.518 -2.067 0.588 -0.428 0.215 0.221
H -4.555 -0.525 2.725 0.034 0.044 0.119
H -2.167 0.263 4.401 0.131 0.122 0.186
H -2.763 1.665 3.508 0.069 0.156 -0.053
H -0.747 -0.358 1.279 0.064 0.142 0.198
C 3.855 1.190 0.466 0.061 0.101 0.108
Br 3.872 2.366 1.986 0.056 -0.216 -0.111
Br 5.350 -0.020 0.488 -0.065 -0.001 0.028
Br 2.181 0.237 0.297 0.027 -0.066 -0.080
H 3.954 1.807 -0.416 -0.044 -0.018 -0.030
C -5.515 -4.570 4.166 -0.126 -0.217 0.079
Br -4.787 -3.597 2.650 -0.192 -0.503 0.522
Br -7.384 -4.928 3.930 0.078 0.029 -0.028
Br -4.507 -6.163 4.516 -0.020 0.074 -0.055
H -5.413 -3.926 5.028 0.030 0.048 -0.032
C -4.357 3.695 -0.457 -0.020 0.130 -0.024
Br -6.199 4.119 -0.762 0.050 -0.087 0.045
Br -3.625 4.668 1.025 0.006 -0.023 0.022
Br -4.080 1.786 -0.241 -0.084 -0.016 -0.043
H -3.808 3.983 -1.342 0.042 -0.035 0.007
C 5.347 -2.182 -2.805 0.071 -0.103 -0.011
Br 6.225 -1.327 -4.287 -0.017 0.061 0.024
Br 3.434 -2.186 -3.023 0.002 0.017 0.010
Br 6.033 -3.950 -2.496 -0.028 0.041 -0.030
H 5.564 -1.595 -1.925 -0.020 0.028 -0.002
C 8.136 -3.044 -7.181 0.010 -0.003 0.002
Br 9.612 -3.449 -6.016 -0.033 0.004 -0.018
Br 8.700 -2.847 -9.009 -0.006 -0.017 0.044
Br 6.723 -4.336 -7.007 0.009 -0.011 -0.002
H 7.735 -2.091 -6.866 -0.008 0.006 0.001
C 1.965 6.280 0.661 0.064 -0.031 -0.036
Br 3.451 5.984 1.841 0.040 0.224 0.007
Br 2.529 6.457 -1.168 -0.022 -0.039 0.050
Br 0.660 4.878 0.874 -0.011 0.421 -0.363
H 1.495 7.210 0.943 -0.014 -0.008 0.035
```
Positions in Å, forces in eV/Å.

Löwdin analysis output, partial charges in e:
1 C 0.00
2 C -0.29
3 F -0.02
4 C -0.17
5 C -0.15
6 N 0.12
7 C -0.21
8 C -0.04
9 O 0.07
10 C -0.80
11 F 0.15
12 F 0.07
13 F 0.10
14 N 0.23
15 H 0.10
16 H 0.10
17 H 0.05
18 H 0.16
19 H 0.09
20 H 0.17
21 H 0.16
22 H 0.15
23 H 0.15
24 C -1.59
25 Br 0.60
26 Br 0.63
27 Br 0.59
28 H -0.02
29 C -1.62
30 Br 0.69
31 Br 0.61
32 Br 0.61
33 H -0.03
34 C -1.62
35 Br 0.62
36 Br 0.61
37 Br 0.62
38 H -0.02
39 C -1.65
40 Br 0.59
41 Br 0.55
42 Br 0.59
43 H -0.10
44 C -1.67
45 Br 0.57
46 Br 0.58
47 Br 0.55
48 H -0.07
49 C -1.61
50 Br 0.57
51 Br 0.59
52 Br 0.65
53 H -0.03


The lowest E belongs to which entry? C13H15Br18F4N2O